The following is a DFT calculation (ωB97M-V/def2-TZVPD) of a molecular structure, C52H54AsCdN7O2S2.

The value obtained for the HOMO energy is -6.7639 eV. Its energy above the lowest of the compared OMol25 structures with the same formula, charge and spin is 12.0 kcal/mol. Its molar mass is 1060.52 g/mol. The calculation puts the orbital gap at 6.846 eV.

Geometry as ORCA input:
```
! RIJCOSX wB97M-V def2-TZVPD def2/J DEFGRID3
* xyz 0 1
Cd 0.339 0.003 2.621
S 1.634 -0.038 4.746
C 3.181 -0.401 4.060
N 3.431 -1.118 3.006
C 4.787 -1.207 2.761
C 5.363 -1.894 1.691
C 6.737 -1.869 1.532
C 7.549 -1.171 2.431
C 6.994 -0.495 3.505
C 5.614 -0.517 3.662
S 4.616 0.257 4.852
H 4.723 -2.453 1.017
H 7.194 -2.405 0.710
H 8.622 -1.163 2.290
H 7.624 0.043 4.201
C 4.114 1.727 1.220
C 2.844 0.996 0.885
O 1.758 1.328 1.367
N 2.939 0.021 -0.038
C 1.792 -0.765 -0.471
C 1.614 -2.026 0.333
C 2.162 -3.225 -0.099
C 2.043 -4.355 0.694
C 1.373 -4.254 1.900
C 0.845 -3.027 2.256
N 0.953 -1.941 1.489
H 3.988 2.226 2.177
H 4.308 2.477 0.450
H 4.968 1.051 1.265
H 3.862 -0.332 -0.242
H 1.944 -1.017 -1.521
H 0.902 -0.138 -0.411
H 2.670 -3.262 -1.054
H 2.468 -5.298 0.375
H 1.258 -5.102 2.560
H 0.324 -2.902 3.199
C 5.682 -1.383 -2.158
C 4.961 -0.694 -3.286
C 4.734 -1.334 -4.500
C 4.060 -0.697 -5.531
C 3.608 0.608 -5.377
N 2.962 1.235 -6.472
C 2.061 2.281 -6.431
O 2.008 3.114 -7.313
N 1.189 2.310 -5.358
C 0.674 1.208 -4.641
C 0.574 -0.071 -5.173
C 0.042 -1.077 -4.384
C -0.389 -0.771 -3.104
N -0.307 0.454 -2.591
C 0.218 1.412 -3.340
C 3.839 1.265 -4.173
C 4.503 0.613 -3.147
H 6.207 -2.271 -2.508
H 4.986 -1.704 -1.377
H 6.411 -0.719 -1.690
H 5.086 -2.348 -4.645
H 3.878 -1.214 -6.465
H 3.459 1.219 -7.349
H 0.635 3.152 -5.350
H 0.904 -0.272 -6.183
H -0.052 -2.085 -4.765
H -0.813 -1.532 -2.456
H 0.281 2.402 -2.895
H 3.513 2.288 -4.042
H 4.693 1.152 -2.226
C -5.104 5.618 -0.555
C -4.524 4.266 -0.245
C -5.330 3.180 0.045
C -4.815 1.918 0.341
C -5.833 0.844 0.627
C -3.423 1.732 0.354
As -2.369 0.099 0.760
N -1.687 0.552 2.394
C -2.287 1.416 3.302
C -3.675 1.486 3.499
C -4.233 2.359 4.418
C -3.433 3.188 5.191
C -2.056 3.126 5.022
C -1.496 2.266 4.093
C -3.653 -1.408 0.947
C -4.231 -1.827 -0.262
C -3.993 -1.102 -1.567
C -5.022 -2.971 -0.299
C -5.235 -3.746 0.829
C -6.100 -4.976 0.788
C -4.607 -3.357 2.004
C -3.810 -2.218 2.086
C -3.142 -1.946 3.410
C -2.590 2.830 0.052
C -1.083 2.740 0.068
C -3.151 4.066 -0.240
H -6.188 5.619 -0.437
H -4.877 5.917 -1.580
H -4.691 6.381 0.108
H -6.407 3.314 0.057
H -6.792 1.301 0.872
H -5.548 0.188 1.446
H -5.989 0.203 -0.242
H -4.320 0.839 2.922
H -5.311 2.384 4.533
H -3.872 3.867 5.911
H -1.406 3.762 5.611
H -0.417 2.255 3.965
H -3.885 -0.025 -1.450
H -4.821 -1.279 -2.254
H -3.082 -1.468 -2.048
H -5.480 -3.260 -1.241
H -6.495 -5.146 -0.214
H -6.945 -4.885 1.473
H -5.536 -5.863 1.083
H -4.736 -3.964 2.895
H -3.388 -2.737 4.119
H -3.442 -0.994 3.845
H -2.057 -1.904 3.306
H -0.724 1.856 -0.463
H -0.709 2.685 1.092
H -0.651 3.627 -0.398
H -2.491 4.900 -0.460
*
```

The following is a DFT calculation (ωB97M-V/def2-TZVPD) of 7 unconnected molecules or ions with the total composition C52H55F11I2O5S in a non-equilibrium geometry.

The value obtained for the HOMO energy is -9.0332 eV. The structure (SMILES) is CC[C@H](I)[C@@]1(OC[C@H](C)C(C)C)OS(=O)(=O)O[C@]1(I)CCCC(F)(F)C(F)(F)F.Fc1ccccc1.Fc1ccccc1.Fc1ccccc1.Fc1ccccc1.Fc1ccccc1.Fc1ccccc1. Its molar mass is 1254.86 g/mol. The calculation puts the orbital gap at 8.993 eV.

Geometry as ORCA input:
```
! RIJCOSX wB97M-V def2-TZVPD def2/J DEFGRID3
* xyz 0 1
C -0.158 4.241 -1.969
C -0.989 3.194 -1.196
C -0.262 1.844 -1.111
I -1.684 0.217 -0.879
C 0.863 1.794 -0.006
O 0.919 3.007 0.652
C 0.524 2.993 2.047
C -0.967 2.687 2.295
C -1.678 4.067 2.397
C -1.272 1.942 3.626
C -2.708 1.357 3.471
C -0.359 0.757 3.942
O 0.825 0.636 0.805
S 2.310 0.170 1.291
O 2.567 -1.197 1.062
O 2.592 0.470 2.642
O 3.090 1.210 0.354
C 2.229 1.611 -0.756
I 2.365 -0.160 -2.040
C 2.931 2.877 -1.283
C 3.292 2.930 -2.786
C 4.724 2.392 -3.059
C 5.054 2.253 -4.536
F 4.524 3.311 -5.171
F 6.373 2.227 -4.730
C 4.501 0.976 -5.199
F 3.181 0.961 -5.256
F 4.914 -0.115 -4.585
F 4.940 0.926 -6.456
H 0.387 4.924 -1.322
H -0.765 4.776 -2.685
H 0.600 3.704 -2.551
H -1.872 3.003 -1.811
H -1.360 3.548 -0.241
H 0.164 1.676 -2.095
H 1.208 2.367 2.620
H 0.703 4.009 2.401
H -1.432 2.142 1.470
H -1.393 4.730 1.573
H -1.311 4.559 3.300
H -2.761 3.965 2.396
H -1.342 2.676 4.433
H -3.080 0.922 4.398
H -3.401 2.064 3.016
H -2.611 0.539 2.747
H 0.622 1.161 4.209
H -0.704 0.262 4.851
H -0.241 0.050 3.126
H 3.877 2.952 -0.745
H 2.389 3.792 -1.060
H 2.545 2.504 -3.453
H 3.347 3.991 -3.040
H 5.399 3.150 -2.654
H 4.885 1.482 -2.482
F 3.591 6.760 1.352
C 4.628 6.019 1.789
C 5.903 6.544 1.734
C 6.968 5.779 2.190
C 6.745 4.499 2.682
C 5.456 3.985 2.726
C 4.389 4.752 2.281
H 6.057 7.540 1.339
H 7.972 6.181 2.159
H 7.578 3.903 3.033
H 5.280 2.987 3.105
H 3.376 4.371 2.314
F -4.843 -2.724 -0.375
C -3.918 -3.688 -0.190
C -3.885 -4.369 1.008
C -2.933 -5.360 1.198
C -2.021 -5.652 0.190
C -2.065 -4.953 -1.008
C -3.022 -3.967 -1.202
H -4.599 -4.122 1.785
H -2.901 -5.906 2.132
H -1.277 -6.422 0.341
H -1.353 -5.173 -1.790
H -3.075 -3.415 -2.132
F -1.147 6.696 -1.783
C -0.576 7.859 -2.155
C -0.370 8.841 -1.208
C 0.224 10.034 -1.593
C 0.593 10.232 -2.916
C 0.375 9.234 -3.856
C -0.209 8.035 -3.475
H -0.672 8.670 -0.183
H 0.398 10.810 -0.859
H 1.053 11.166 -3.215
H 0.659 9.390 -4.889
H -0.380 7.242 -4.191
F -0.581 -6.417 -3.284
C -0.169 -5.776 -4.398
C -0.477 -6.307 -5.634
C -0.056 -5.642 -6.776
C 0.674 -4.465 -6.667
C 0.978 -3.949 -5.415
C 0.551 -4.605 -4.270
H -1.041 -7.229 -5.697
H -0.297 -6.042 -7.751
H 1.004 -3.951 -7.560
H 1.550 -3.034 -5.330
H 0.772 -4.214 -3.284
F -2.915 -8.451 0.917
C -4.071 -9.096 0.671
C -4.062 -10.470 0.536
C -5.256 -11.130 0.287
C -6.438 -10.410 0.168
C -6.427 -9.029 0.301
C -5.237 -8.364 0.560
H -3.129 -11.011 0.625
H -5.265 -12.207 0.187
H -7.367 -10.928 -0.031
H -7.346 -8.467 0.204
H -5.208 -7.288 0.675
F -1.216 -2.404 5.374
C -1.805 -3.536 5.804
C -2.773 -4.130 5.020
C -3.376 -5.300 5.459
C -3.011 -5.854 6.678
C -2.039 -5.241 7.457
C -1.425 -4.076 7.017
H -3.047 -3.677 4.075
H -4.131 -5.779 4.849
H -3.485 -6.764 7.022
H -1.757 -5.670 8.409
H -0.659 -3.589 7.605
*
```